Density functional theory data (ωB97M-V/def2-TZVPD) for a 13-piece molecular cluster, C6H35O14 overall at a distorted geometry.

Output
Energy above the lowest of the compared OMol25 structures with the same formula, charge and spin: 36.6 kcal/mol
HOMO level: -7.25 eV
DFT total energy: -1302.92214 hartree
Orbital gap: 9.85 eV

Structure (ORCA input):
```
! wB97M-V def2-TZVPD RIJCOSX def2/J DEFGRID3
* xyz -1 1
O -1.32378 0.71525 -0.21497
C -0.14403 0.90591 -0.57517
O 0.42240 1.93418 -0.21978
C 0.70276 -0.06364 -1.34806
C 0.23360 -1.53733 -1.60005
C 0.57082 -1.74028 -3.00395
C 0.90834 -2.41736 -0.66424
C 0.76865 -3.86684 -0.89782
H 1.70090 -0.23526 -0.91936
H 0.98537 0.38912 -2.20058
H -0.96422 -1.69621 -1.61061
H 0.25381 -2.62396 -3.66018
H 0.19152 -0.86491 -3.55213
H 1.67275 -1.88067 -3.12606
H 0.84496 -2.06508 0.45490
H 2.11032 -2.02831 -0.97455
H -0.33560 -4.19923 -0.44867
H 1.37133 -4.49100 -0.28794
H 0.93354 -4.32744 -1.83382
H -1.79033 4.47595 0.17729
H -1.95466 3.12091 0.72994
O -1.55641 3.92920 0.99598
H -0.44447 0.50011 -3.40424
H -1.06334 1.72993 -3.76412
O -0.98813 0.85885 -4.10314
H -2.14074 -2.41280 -3.37227
H -2.15934 -1.02511 -4.23962
O -2.36468 -1.92810 -4.29566
H -2.24681 -1.66215 0.07858
H -2.22226 -2.95240 0.53254
O -2.69110 -2.40338 -0.03876
H 4.14320 0.76007 1.39360
H 4.01094 -0.70986 1.69150
O 4.65473 -0.00425 1.41658
H 0.10181 2.39852 1.34950
H -0.84599 1.97377 2.43222
O 0.07697 2.16801 2.40383
H -2.87810 0.77014 1.39637
H -3.37808 -0.41539 2.13098
O -3.22722 0.54461 2.22869
H -0.85358 3.15713 -1.69983
H -1.92642 2.15263 -1.64025
O -1.71295 3.17356 -1.80883
H -0.24160 -2.82239 4.38715
H -0.49659 -1.84129 3.29717
O -0.58906 -2.72231 3.53787
H 1.90482 0.88240 3.43100
H 2.57386 -0.33078 3.53005
O 2.56024 0.52691 3.94501
H 2.00086 2.13870 0.40025
H 3.41859 2.32649 1.08717
O 2.93199 1.79130 0.63078
H 0.61908 0.35811 1.96252
H 1.34183 -0.87178 1.33114
O 0.99722 -0.50392 2.20691
*
```